Entry 1:
Density functional theory data (the ωB97M-V functional and the def2-TZVPD basis) for C29H38BeF10N3Sb as an isolated structure at a distorted geometry.

Structure (XYZ):
```
82
C29H38BeF10N3Sb, DFT the ωB97M-V functional and the def2-TZVPD basis
Be -0.953 0.518 -2.887
C -2.086 -1.469 -1.687
N -1.879 -0.971 -3.046
C -0.940 -1.780 -3.819
C 0.486 -1.184 -3.626
N 0.500 0.215 -3.290
C 1.672 0.887 -2.932
C 2.895 0.266 -2.676
F 2.881 -1.054 -2.638
C 4.071 0.926 -2.353
F 5.146 0.193 -2.135
C 4.015 2.330 -2.195
F 5.188 2.987 -1.743
C 2.786 3.043 -2.455
F 2.819 4.396 -2.480
C 1.711 2.331 -2.930
F 0.617 2.974 -3.460
C -3.138 -0.520 -3.634
C -3.415 0.957 -3.358
N -2.176 1.578 -2.897
C -2.233 2.890 -2.377
C -2.451 4.051 -3.135
F -2.680 3.882 -4.476
C -2.330 5.316 -2.601
F -2.446 6.455 -3.351
C -2.285 5.455 -1.262
F -2.653 6.611 -0.681
C -1.952 4.331 -0.460
F -1.867 4.467 0.878
C -1.994 3.088 -1.049
F -1.732 2.012 -0.223
H -2.389 -2.523 -1.774
H -2.851 -0.877 -1.162
H -1.147 -1.397 -1.145
H -1.172 -1.836 -4.878
H -0.916 -2.834 -3.466
H 0.996 -1.282 -4.582
H 1.116 -1.777 -2.942
H -3.991 -1.143 -3.347
H -2.979 -0.716 -4.757
H -4.205 1.032 -2.634
H -3.789 1.425 -4.241
C -1.972 -2.855 3.999
C -1.517 -1.758 3.060
C -1.543 -2.135 1.564
C -2.313 -0.473 3.285
Sb 0.712 -1.355 3.663
C 1.370 0.754 2.808
C 0.744 0.789 1.419
C 0.795 1.748 3.815
C 2.900 0.726 2.803
C 2.115 -2.996 2.742
C 3.484 -2.605 3.196
C 1.648 -4.272 3.350
C 1.980 -2.892 1.254
H -2.967 -3.261 3.730
H -1.949 -2.472 5.025
H -1.329 -3.753 4.055
H -2.562 -2.186 1.126
H -0.947 -3.027 1.243
H -1.021 -1.365 1.041
H -3.346 -0.710 3.008
H -1.953 0.428 2.778
H -2.270 -0.250 4.346
H -0.344 0.778 1.467
H 1.015 -0.139 0.826
H 1.055 1.641 0.851
H 0.662 1.428 4.815
H -0.172 2.084 3.488
H 1.492 2.624 3.845
H 3.212 0.102 1.955
H 3.421 0.286 3.655
H 3.282 1.758 2.719
H 3.619 -2.509 4.280
H 3.845 -1.664 2.684
H 4.211 -3.393 2.910
H 2.056 -4.255 4.370
H 2.031 -5.081 2.734
H 0.544 -4.396 3.420
H 2.453 -1.959 0.913
H 0.946 -2.849 0.912
H 2.365 -3.791 0.746
```

Calculated values
Net charge   0
Gap between HOMO and LUMO   7.5 eV
E_HOMO   -0.269 hartree
LUMO level   0.16 eV
Molar mass   749.40 g/mol

Entry 2:
Density functional theory data (the ωB97M-V functional and the def2-TZVPD basis) for a 4-piece molecular cluster, C29H38BrF24N4O5 overall at a distorted geometry.

Structure (XYZ):
```
101
C29H38BrF24N4O5, DFT the ωB97M-V functional and the def2-TZVPD basis
C -2.636 1.009 -0.519
C -2.949 -0.132 -1.482
C -2.154 -1.428 -1.298
Br -0.246 -1.184 -1.090
C -2.676 -2.274 -0.199
N -3.323 -1.807 0.858
N -3.648 -2.847 1.615
N -3.216 -3.922 1.049
C -3.384 -5.279 1.614
C -4.525 -5.373 2.612
C -5.906 -5.455 1.966
C -6.468 -4.152 1.397
C -8.015 -4.124 1.434
C -8.678 -3.701 0.126
O -9.630 -4.680 -0.243
C -10.157 -4.465 -1.529
N -2.587 -3.606 -0.101
C -1.931 -4.520 -1.031
C -2.929 -5.373 -1.763
C -3.826 -4.608 -2.670
O -2.654 -5.538 -3.055
H -1.587 1.081 -0.254
H -2.961 1.948 -0.951
H -3.209 0.887 0.393
H -3.995 -0.400 -1.329
H -2.879 0.181 -2.518
H -2.262 -1.997 -2.215
H -3.583 -5.987 0.819
H -2.443 -5.525 2.099
H -4.349 -6.320 3.120
H -4.448 -4.607 3.377
H -5.901 -6.237 1.208
H -6.590 -5.776 2.747
H -6.154 -3.989 0.365
H -6.107 -3.293 1.954
H -8.341 -3.440 2.212
H -8.395 -5.112 1.680
H -7.964 -3.531 -0.687
H -9.213 -2.756 0.279
H -10.675 -5.367 -1.840
H -9.379 -4.255 -2.268
H -10.885 -3.651 -1.548
H -1.235 -5.172 -0.511
H -1.436 -3.939 -1.797
H -3.373 -6.198 -1.235
H -3.440 -3.718 -3.148
H -4.597 -5.154 -3.190
C 0.108 5.988 -1.640
C -0.378 4.530 -1.558
C -0.205 3.634 -2.787
F -0.901 4.076 -3.847
F -0.678 2.397 -2.479
F -1.661 4.493 -1.137
F 0.375 3.935 -0.586
O -0.844 7.013 -1.874
C -1.211 7.423 -3.138
C -2.706 7.207 -3.400
F -3.037 5.906 -3.269
F -2.990 7.590 -4.664
F -0.446 6.866 -4.098
F -1.006 8.756 -3.195
H 0.466 6.204 -0.635
H 0.977 6.086 -2.292
H 0.849 3.545 -3.062
H -3.299 7.796 -2.698
C 5.174 -0.528 -0.288
C 5.784 -0.485 1.125
C 6.693 -1.639 1.556
F 6.033 -2.814 1.579
F 7.138 -1.390 2.808
F 4.805 -0.287 2.034
F 6.582 0.619 1.148
O 3.823 -0.955 -0.433
C 3.464 -2.269 -0.607
C 2.583 -2.772 0.546
F 3.222 -2.661 1.721
F 2.282 -4.084 0.359
F 4.524 -3.069 -0.809
F 2.719 -2.317 -1.744
H 5.139 0.516 -0.595
H 5.834 -1.024 -0.999
H 7.556 -1.722 0.889
H 1.650 -2.210 0.606
C 7.780 5.983 2.050
C 8.577 6.493 3.264
C 10.065 6.806 3.077
F 10.769 5.711 2.731
F 10.561 7.262 4.248
F 8.402 5.656 4.308
F 8.006 7.684 3.606
O 7.518 4.589 1.936
C 8.372 3.711 1.308
C 8.902 2.640 2.270
F 9.559 3.208 3.296
F 9.767 1.832 1.610
F 9.370 4.347 0.664
F 7.642 3.078 0.357
H 6.788 6.410 2.187
H 8.156 6.401 1.116
H 10.203 7.579 2.315
H 8.084 2.036 2.668
```

Calculated values
Net charge   +1
Gap between HOMO and LUMO   8.0 eV
E_HOMO   -0.437 hartree
LUMO level   -3.92 eV
Molar mass   1058.50 g/mol
Energy relative to the best compared isomer or geometry (same formula, charge and spin)   0.0 kJ/mol

Entry 3:
Density functional theory data (the ωB97M-V functional and the def2-TZVPD basis) for C29H38CuN4OP2 as an isolated structure at a distorted geometry.

Structure (XYZ):
```
75
C29H38CuN4OP2, DFT the ωB97M-V functional and the def2-TZVPD basis
Cu 1.187 0.909 2.621
C -4.238 -1.545 -0.068
C -2.912 -1.688 -0.277
C -2.100 -0.635 -1.029
C -2.537 0.826 -0.737
C -3.588 1.385 -1.727
C -4.204 0.688 -2.702
C -4.660 -0.772 -2.538
C -5.201 -1.051 -1.090
C -0.462 3.262 5.164
H -4.730 -1.805 0.892
H -2.320 -2.475 0.243
H -2.226 -0.773 -2.096
H -1.030 -0.784 -0.811
H -2.739 0.918 0.354
H -1.671 1.507 -0.777
H -3.885 2.436 -1.438
H -4.445 1.174 -3.682
H -3.849 -1.486 -2.838
H -5.462 -0.998 -3.273
H -5.746 -0.178 -0.703
H -5.980 -1.836 -1.140
H -0.162 2.933 6.169
H -1.107 4.153 5.275
H 0.489 3.620 4.708
P 1.089 1.809 0.128
P 1.142 -1.816 1.438
N 0.544 2.334 -1.703
N 2.685 2.460 -0.267
N 0.593 -2.759 -0.112
N 2.412 -3.096 1.711
C 1.419 0.145 -0.467
C 2.203 -0.635 0.555
C -0.018 3.578 -1.972
C -0.312 3.667 -3.325
C 0.073 2.431 -3.923
C 0.637 1.650 -2.915
C 3.275 3.530 0.413
C 4.456 3.879 -0.230
C 4.609 2.985 -1.339
C 3.504 2.149 -1.361
C -0.286 -3.864 -0.048
C -0.536 -4.363 -1.323
C 0.226 -3.547 -2.221
C 0.932 -2.628 -1.452
C 2.890 -4.117 0.864
C 4.103 -4.587 1.356
C 4.401 -3.829 2.538
C 3.365 -2.926 2.723
H 1.935 0.096 -1.415
H 0.431 -0.271 -0.663
H 3.049 -1.141 0.097
H 2.594 0.003 1.370
H -0.173 4.296 -1.180
H -0.736 4.529 -3.812
H -0.006 2.113 -4.959
H 1.121 0.672 -3.046
H 2.800 3.912 1.302
H 5.112 4.691 0.047
H 5.426 2.964 -2.042
H 3.253 1.343 -2.034
H -0.678 -4.191 0.902
H -1.197 -5.214 -1.517
H 0.283 -3.606 -3.298
H 1.638 -1.873 -1.764
H 2.347 -4.407 -0.029
H 4.705 -5.363 0.894
H 5.281 -3.937 3.156
H 3.214 -2.156 3.464
C -1.988 1.042 4.771
C -1.060 2.141 4.279
O -0.547 1.852 3.148
H -2.210 0.435 3.897
H -2.874 1.433 5.309
H -1.548 0.401 5.559
```

Calculated values
Net charge   0
Gap between HOMO and LUMO (alpha / beta)   5.7 / 6.9 eV
E_HOMO (alpha / beta)   -0.222 / -0.286 hartree
LUMO level (alpha / beta)   -0.36 / -0.91 eV
Molar mass   584.14 g/mol
Energy relative to the best compared isomer or geometry (same formula, charge and spin)   151.4 kJ/mol
Spin multiplicity   2

Entry 4:
Density functional theory data (the ωB97M-V functional and the def2-TZVPD basis) for C29H38IrN4O2P2 as an isolated structure at a distorted geometry.

Structure (XYZ):
```
76
C29H38IrN4O2P2, DFT the ωB97M-V functional and the def2-TZVPD basis
Ir -0.104 -2.154 1.034
C -0.271 1.716 4.198
C -1.176 1.829 3.200
C -1.027 2.621 1.914
C 0.007 2.136 0.913
C 1.412 1.729 1.317
C 2.156 2.121 2.313
C 1.694 3.176 3.347
C 0.863 2.638 4.510
C 1.443 -1.716 2.400
H -0.560 1.141 5.062
H -2.098 1.233 3.241
H -0.862 3.675 2.136
H -2.005 2.533 1.428
H -0.409 1.206 0.508
H 0.059 2.918 0.135
H 1.822 0.876 0.749
H 3.189 1.755 2.513
H 1.110 3.931 2.800
H 2.599 3.639 3.755
H 1.485 2.100 5.216
H 0.451 3.557 4.972
H 0.986 -1.237 3.263
H 2.079 -0.913 2.013
H 1.940 -2.599 2.745
P 1.227 -1.456 -0.525
P -2.293 0.064 -0.819
N 2.788 -0.137 -1.026
N 1.856 -2.523 -1.742
N -2.206 1.369 -2.278
N -3.711 -0.623 -1.581
C 0.262 -0.507 -1.649
C -1.165 -1.051 -1.666
C 3.985 -0.125 -0.329
C 4.969 0.624 -1.017
C 4.379 1.071 -2.222
C 3.032 0.600 -2.190
C 2.387 -3.736 -1.343
C 3.010 -4.346 -2.433
C 2.933 -3.440 -3.538
C 2.247 -2.316 -3.085
C -2.657 2.670 -2.192
C -2.294 3.408 -3.348
C -1.635 2.472 -4.211
C -1.596 1.256 -3.526
C -4.868 -0.015 -2.127
C -5.651 -0.999 -2.758
C -4.953 -2.252 -2.595
C -3.812 -1.985 -1.850
H 0.686 -0.590 -2.640
H 0.334 0.548 -1.383
H -1.453 -1.329 -2.706
H -1.264 -1.982 -1.018
H 4.109 -0.668 0.594
H 5.979 0.845 -0.656
H 4.824 1.702 -3.004
H 2.276 0.794 -2.957
H 2.262 -4.052 -0.316
H 3.446 -5.343 -2.418
H 3.320 -3.606 -4.542
H 2.008 -1.424 -3.653
H -3.210 3.017 -1.351
H -2.489 4.474 -3.539
H -1.261 2.697 -5.201
H -1.159 0.346 -3.805
H -5.036 1.031 -1.982
H -6.579 -0.819 -3.265
H -5.256 -3.194 -3.026
H -3.034 -2.666 -1.599
C -1.321 -2.217 5.527
O -0.837 -1.685 4.222
C -1.065 -2.129 2.980
O -2.009 -2.731 2.501
H -2.398 -2.038 5.622
H -0.806 -1.638 6.301
H -1.086 -3.277 5.676
```

Calculated values
Net charge   +2
Gap between HOMO and LUMO (alpha / beta)   5.9 / 4.1 eV
E_HOMO (alpha / beta)   -0.440 / -0.486 hartree
LUMO level (alpha / beta)   -6.05 / -9.13 eV
Molar mass   728.81 g/mol
Energy relative to the best compared isomer or geometry (same formula, charge and spin)   271.2 kJ/mol
Spin multiplicity   6

Entry 5:
Density functional theory data (the ωB97M-V functional and the def2-TZVPD basis) for C29H38MgN3O4Sb as an isolated structure at a distorted geometry.

Structure (XYZ):
```
76
C29H38MgN3O4Sb, DFT the ωB97M-V functional and the def2-TZVPD basis
Mg -0.057 0.202 0.277
O 3.458 3.653 -1.729
C 3.668 3.748 -0.408
C 4.678 4.600 0.039
C 4.923 4.754 1.389
C 4.185 4.039 2.328
C 3.201 3.173 1.894
C 2.916 3.024 0.536
C 1.802 2.131 0.150
O 1.294 1.338 1.029
N 1.347 2.231 -1.086
N 0.249 1.419 -1.259
C -0.400 1.460 -2.364
C -1.611 0.709 -2.596
C -2.242 0.852 -3.842
C -3.420 0.207 -4.137
C -4.010 -0.602 -3.163
C -3.423 -0.760 -1.928
C -2.209 -0.122 -1.598
O -1.667 -0.316 -0.428
H 2.624 3.133 -1.853
H 5.248 5.147 -0.700
H 5.693 5.442 1.715
H 4.376 4.167 3.386
H 2.617 2.594 2.597
H -0.038 2.111 -3.163
H -1.777 1.493 -4.584
H -3.882 0.330 -5.107
H -4.938 -1.114 -3.386
H -3.887 -1.375 -1.168
O 0.480 -1.650 0.914
C 0.942 -1.557 2.260
C 0.272 -0.426 3.001
C 0.673 -0.039 4.271
C -0.012 0.990 4.890
C -1.078 1.589 4.232
C -1.390 1.157 2.957
N -0.729 0.169 2.355
H -0.498 -1.689 0.917
H 2.017 -1.378 2.214
H 0.768 -2.497 2.792
H 1.516 -0.523 4.746
H 0.282 1.328 5.875
H -1.647 2.379 4.700
H -2.198 1.599 2.386
C 1.526 -4.020 -4.739
C 0.820 -2.773 -4.223
C -0.641 -2.740 -4.672
Sb 0.766 -2.326 -2.045
C 0.298 -4.261 -1.062
C -1.198 -4.293 -0.750
C 0.713 -5.527 -1.801
C 2.896 -2.301 -1.438
C 3.378 -0.852 -1.467
C 3.839 -3.195 -2.233
H 1.540 -4.006 -5.834
H 1.007 -4.926 -4.429
H 2.557 -4.083 -4.395
H 1.330 -1.891 -4.625
H -1.198 -3.573 -4.234
H -0.711 -2.827 -5.761
H -1.133 -1.812 -4.371
H 0.862 -4.200 -0.127
H -1.775 -4.406 -1.670
H -1.539 -3.375 -0.266
H -1.443 -5.136 -0.095
H 0.096 -5.676 -2.688
H 0.579 -6.402 -1.156
H 1.758 -5.497 -2.109
H 2.869 -2.648 -0.399
H 3.318 -0.440 -2.477
H 4.420 -0.780 -1.140
H 2.779 -0.219 -0.811
H 3.930 -2.844 -3.262
H 3.505 -4.233 -2.244
H 4.841 -3.174 -1.789
```

Calculated values
Net charge   0
Gap between HOMO and LUMO   7.5 eV
E_HOMO   -0.272 hartree
LUMO level   0.14 eV
Molar mass   638.71 g/mol

Entry 6:
Density functional theory data (the ωB97M-V functional and the def2-TZVPD basis) for C29H38MgN4OP2 as an isolated structure at a distorted geometry.

Structure (XYZ):
```
75
C29H38MgN4OP2, DFT the ωB97M-V functional and the def2-TZVPD basis
Mg 0.169 1.867 1.342
C -1.900 1.776 -4.068
C -1.978 0.485 -3.729
C -1.124 -0.585 -4.350
C 0.388 -0.263 -4.409
C 0.874 0.490 -3.206
C 0.884 1.840 -3.129
C 0.511 2.657 -4.331
C -0.870 2.303 -5.018
C 0.668 1.327 3.449
H -2.693 2.488 -3.795
H -2.711 0.110 -3.025
H -1.446 -0.822 -5.398
H -1.275 -1.519 -3.760
H 0.904 -1.234 -4.413
H 0.631 0.228 -5.354
H 1.363 -0.146 -2.467
H 1.242 2.391 -2.259
H 1.263 2.599 -5.163
H 0.455 3.717 -4.024
H -1.239 3.251 -5.414
H -0.687 1.657 -5.885
H 0.312 1.757 4.404
H 1.720 1.622 3.335
H 0.626 0.234 3.524
P 1.724 -0.295 1.130
P -1.208 -0.935 1.582
N 2.922 0.834 0.485
N 2.915 -1.529 1.698
N -1.793 0.462 0.536
N -2.774 -1.859 1.702
C 0.941 -1.109 -0.247
C -0.416 -1.766 0.130
C 3.139 2.134 0.997
C 4.131 2.731 0.247
C 4.566 1.783 -0.735
C 3.815 0.631 -0.560
C 3.844 -1.325 2.728
C 4.583 -2.494 2.908
C 4.096 -3.450 1.954
C 3.086 -2.836 1.237
C -1.883 1.858 0.916
C -2.610 2.508 -0.067
C -3.099 1.551 -0.951
C -2.553 0.326 -0.608
C -3.981 -1.914 0.995
C -4.861 -2.782 1.627
C -4.191 -3.249 2.804
C -2.925 -2.715 2.800
H 1.667 -1.809 -0.664
H 0.789 -0.366 -1.026
H -1.073 -1.795 -0.758
H -0.183 -2.808 0.397
H 2.637 2.503 1.872
H 4.511 3.735 0.375
H 5.332 1.927 -1.475
H 3.842 -0.329 -1.037
H 3.910 -0.394 3.260
H 5.378 -2.675 3.614
H 4.428 -4.466 1.801
H 2.452 -3.195 0.443
H -1.841 2.203 1.950
H -2.852 3.565 -0.013
H -3.819 1.696 -1.762
H -2.718 -0.654 -1.039
H -4.120 -1.323 0.112
H -5.837 -3.038 1.274
H -4.641 -3.891 3.545
H -2.109 -2.907 3.461
C -1.419 -0.464 5.213
C -1.497 0.400 4.027
O -2.225 1.299 3.752
H -1.342 -1.501 4.892
H -2.304 -0.302 5.829
H -0.520 -0.202 5.791
```

Calculated values
Net charge   0
Gap between HOMO and LUMO (alpha / beta)   3.7 / 3.3 eV
E_HOMO (alpha / beta)   -0.157 / -0.148 hartree
LUMO level (alpha / beta)   -0.62 / -0.68 eV
Molar mass   544.90 g/mol
Energy relative to the best compared isomer or geometry (same formula, charge and spin)   373.2 kJ/mol